A.
The following is a quantum chemistry calculation of one molecule with the formula C3H7NO, from the Open Molecules 2025 dataset.

XYZ file:
```
12
Properties=species:S:1:pos:R:3:lowdin_charge:R:1
C 1.676 0.505 -0.317 -0.01
C 0.110 0.037 -0.219 -0.44
N -1.528 -0.749 1.290 0.10
C -0.729 0.101 -1.234 0.02
O -0.061 -0.284 1.061 -0.10
H -1.894 -0.069 1.956 0.08
H -1.413 -1.634 1.781 0.08
H 1.924 0.579 -1.369 0.06
H 2.321 -0.227 0.162 0.06
H 1.754 1.462 0.193 0.07
H -1.753 -0.205 -1.118 0.04
H -0.408 0.484 -2.185 0.05
```

Results
* HOMO energy: -8.7 eV
* SMILES string: C=C(C)ON
* net charge: 0


B.
The following is a quantum chemistry calculation of one molecule with the formula C3H7NO, from the Open Molecules 2025 dataset.

XYZ file:
```
12
Properties=species:S:1:pos:R:3:lowdin_charge:R:1
C 0.109 -0.699 1.341 -0.02
C -0.640 -0.196 0.120 -0.52
C 1.502 0.516 -0.741 -0.26
H -0.592 -1.271 2.023 0.10
H 0.415 0.320 1.755 0.11
H 0.824 -1.409 1.014 0.06
H 0.092 1.738 -0.131 0.17
H 1.656 -0.417 -1.158 0.03
H 2.214 0.559 0.258 0.11
H 2.228 1.292 -1.484 0.15
N 0.152 0.777 -0.674 -0.08
O -1.715 -0.498 -0.235 0.13
```

Results
* HOMO energy: -9.4 eV
* SMILES string: CNC(C)=O
* net charge: 0


C.
The following is a quantum chemistry calculation of a 2-piece molecular cluster, C3H7NO overall, from the Open Molecules 2025 dataset.

XYZ file:
```
12
Properties=species:S:1:pos:R:3:lowdin_charge:R:1
C 1.178 -0.877 -0.359 -0.13
C -0.064 1.246 0.178 -0.12
C 0.474 -0.030 0.554 -0.26
N -2.636 -0.771 0.217 0.10
O -2.498 0.198 -0.503 -0.13
H 0.822 -2.004 -0.206 0.12
H 1.108 -0.685 -1.362 0.04
H 2.273 -1.020 -0.058 0.10
H -0.128 1.845 1.082 0.08
H -1.004 0.666 -0.248 0.05
H 0.352 1.780 -0.739 0.11
H 0.123 -0.349 1.444 0.05
```

Results
* HOMO energy (alpha / beta): -6.7 / -8.9 eV
* net charge: 0


D.
The following is a quantum chemistry calculation of one molecule with the formula C3H7NO, from the Open Molecules 2025 dataset.

XYZ file:
```
12
Properties=species:S:1:pos:R:3:lowdin_charge:R:1
C 0.730 -0.515 -1.064 -0.04
C -0.031 -0.003 1.493 -0.04
C -0.958 0.271 0.547 -0.58
O -2.142 0.151 0.284 -0.01
N -0.095 0.761 -0.766 0.04
H 1.380 -0.887 -0.252 0.08
H -0.009 -1.314 -1.205 0.10
H 1.327 -0.338 -1.947 0.07
H 0.973 0.402 1.425 0.04
H -0.308 -0.603 2.340 0.04
H 0.394 1.643 -0.566 0.15
H -0.813 0.990 -1.470 0.15
```

Results
* HOMO energy: -7.4 eV
* SMILES string: C=C([O-])[NH2+]C
* net charge: 0


Short version: C is the least stable of them.


A.
The following is a quantum chemistry calculation of a 2-piece molecular cluster, C7H10O overall, from the Open Molecules 2025 dataset.

XYZ file:
```
18
Properties=species:S:1:pos:R:3:lowdin_charge:R:1
C 0.590 0.087 -1.467 -0.11
C -0.294 -0.689 -1.701 -0.10
C -0.281 0.181 2.167 -0.18
C 0.399 -0.910 1.881 0.02
C -0.776 2.458 1.734 0.02
C 1.753 0.857 -1.133 -0.10
C -1.496 -1.445 -1.909 -0.10
O -0.249 1.379 2.356 -0.01
H 1.311 -0.933 1.294 0.05
H 0.035 -1.782 2.387 0.04
H -1.757 2.451 1.479 0.03
H -0.438 3.345 2.189 0.04
H 2.163 0.355 -0.308 0.04
H 1.390 1.806 -0.705 0.08
H 2.428 1.071 -1.900 0.06
H -2.179 -0.773 -2.288 0.06
H -1.753 -2.069 -1.043 0.09
H -1.380 -2.132 -2.673 0.05
```

Results
* HOMO energy (alpha / beta): -7.6 / -8.4 eV
* net charge: 0


B.
The following is a quantum chemistry calculation of a 2-piece molecular cluster, C7H10O overall, from the Open Molecules 2025 dataset.

XYZ file:
```
18
Properties=species:S:1:pos:R:3:lowdin_charge:R:1
C 1.265 -1.213 -1.661 0.13
C 0.668 -0.140 -1.059 -0.13
C 1.974 0.031 -1.740 -0.38
C -0.378 1.828 0.079 -0.04
C 0.207 -0.892 2.475 0.12
C -1.604 -0.465 -0.406 -0.05
C -0.317 0.373 -0.250 -0.28
O 2.945 0.670 -1.952 0.08
H 1.515 -2.246 -1.776 0.10
H 0.267 2.206 0.926 0.10
H -0.092 2.524 -0.734 0.10
H -1.429 1.977 0.133 0.06
H 0.717 -1.783 2.691 -0.03
H -0.846 -0.965 2.275 -0.01
H 0.727 0.033 2.513 -0.02
H -2.141 -0.269 0.413 0.01
H -1.326 -1.609 -0.609 0.13
H -2.153 -0.060 -1.319 0.11
```

Results
* HOMO energy (alpha / beta): -8.5 / -8.1 eV
* net charge: 0


C.
The following is a quantum chemistry calculation of a 2-piece molecular cluster, C7H10O overall, from the Open Molecules 2025 dataset.

XYZ file:
```
18
Properties=species:S:1:pos:R:3:lowdin_charge:R:1
C -0.666 0.943 2.402 -0.08
C -0.819 0.733 0.946 -0.29
C -0.283 1.729 0.069 -0.05
C -0.231 1.568 -1.310 -0.07
C -0.661 0.287 -1.798 -0.11
C -1.530 -0.491 -1.067 -0.11
C -1.569 -0.222 0.309 -0.08
H -1.089 1.944 2.770 0.10
H -1.155 0.281 3.106 0.06
H 0.368 0.944 2.795 0.08
H 0.090 2.619 0.550 0.10
H 0.216 2.210 -2.046 0.09
H -0.319 0.083 -2.806 0.09
H -1.501 -1.511 -1.475 0.11
H -2.349 -0.856 0.794 0.12
H 3.220 -3.633 -0.292 0.03
H 4.372 -3.779 0.581 0.03
O 4.074 -3.208 -0.140 -0.07
```

Results
* HOMO energy: -8.9 eV
* SMILES string: Cc1ccccc1.O
* net charge: 0


D.
The following is a quantum chemistry calculation of C7H10O as an isolated structure, from the Open Molecules 2025 dataset.

XYZ file:
```
18
Properties=species:S:1:pos:R:3:lowdin_charge:R:1
C -0.789 -0.467 -0.031 -0.35
C 0.498 -0.017 -0.544 -0.21
C 1.338 -0.659 -1.494 -0.18
C 1.151 -1.672 -2.393 -0.02
C 0.201 -0.171 0.992 -0.28
C 0.074 0.739 1.930 -0.16
C -0.099 2.105 1.573 0.05
H -2.614 -0.453 0.844 0.29
H -0.929 -1.509 -0.246 0.14
H 0.757 1.036 -0.717 0.15
H 2.463 -0.500 -1.799 0.13
H 1.785 -1.949 -3.280 0.07
H 0.233 -2.311 -2.119 0.07
H 0.773 -1.087 1.036 0.15
H 0.191 0.552 3.082 0.14
H -0.006 2.904 2.299 0.04
H -0.797 2.041 0.691 0.07
O -2.012 0.265 0.001 -0.09
```

Results
* HOMO energy: -8.3 eV
* net charge: 0


Short version: A is the least stable of them.


A.
The following is a quantum chemistry calculation of one molecule with the formula C7H10O, from the Open Molecules 2025 dataset.

XYZ file:
```
18
Properties=species:S:1:pos:R:3:lowdin_charge:R:1
C -1.611 -0.948 -0.257 -0.11
C -1.690 0.627 -0.421 -0.08
C -0.382 1.108 0.328 -0.32
C -0.143 -0.929 -0.022 -0.32
C 1.330 -1.288 -0.011 -0.08
C 1.874 0.214 -0.278 -0.07
C 1.043 1.261 -0.372 -0.04
H -2.145 -1.271 0.612 0.09
H -2.073 -1.497 -1.110 0.13
H -2.549 0.977 0.074 0.09
H -1.715 0.789 -1.505 0.12
H -0.606 1.992 0.878 0.13
H 0.047 -0.359 -0.931 0.09
H 1.829 -1.723 0.844 0.09
H 1.526 -1.948 -0.951 0.14
H 2.992 0.358 -0.379 0.11
H 1.403 2.301 -0.581 0.11
O -0.155 0.013 1.155 -0.09
```

Results
* HOMO energy: -9.0 eV
* SMILES string: C1=C[C@H]2CC[C@H](C1)O2
* net charge: 0


B.
The following is a quantum chemistry calculation of one molecule with the formula C7H10O, from the Open Molecules 2025 dataset.

XYZ file:
```
18
Properties=species:S:1:pos:R:3:lowdin_charge:R:1
O 1.757 2.568 -0.142 0.07
C 1.469 1.441 -0.388 -0.26
C 0.053 1.020 -0.937 -0.15
C -0.153 -0.468 -1.249 -0.21
C -0.199 -1.210 0.016 -0.37
C 0.891 -1.188 0.838 0.06
C -2.341 -0.851 1.352 0.00
C -1.499 -1.555 0.622 -0.18
H 2.207 0.737 -0.641 0.08
H -0.706 1.363 -0.295 0.07
H -0.299 1.635 -1.926 0.17
H 0.772 -0.819 -1.884 0.15
H -1.192 -0.644 -1.808 0.16
H 1.920 -0.874 0.503 0.07
H 0.919 -1.414 1.897 0.07
H -3.054 -1.185 2.077 0.05
H -2.285 0.273 1.289 0.08
H -1.656 -2.751 0.410 0.16
```

Results
* HOMO energy: -9.5 eV
* SMILES string: C=CC(=C)CCC=O
* net charge: 0


Short version: A is the least stable of them.


A.
The following is a quantum chemistry calculation of C7H10O as an isolated structure, from the Open Molecules 2025 dataset.

XYZ file:
```
18
Properties=species:S:1:pos:R:3:lowdin_charge:R:1
C -2.069 0.318 0.109 -0.27
C -2.622 1.369 -0.261 0.14
C -1.475 -0.858 0.980 -0.01
C -0.631 -0.355 -0.044 -0.26
C 1.814 -0.667 0.340 -0.04
C 0.788 1.561 -0.642 -0.07
C 0.606 0.346 0.282 -0.39
O -0.410 -1.250 -1.600 -0.07
H -1.410 -0.665 2.105 0.16
H -2.140 -1.636 0.777 0.09
H 1.368 -1.709 0.037 0.10
H 2.101 -0.768 1.415 0.08
H 2.603 -0.463 -0.377 0.07
H 1.356 2.457 -0.205 0.10
H -0.262 1.951 -0.884 0.07
H 1.225 1.273 -1.665 0.10
H 0.452 0.717 1.338 0.16
H -1.294 -1.619 -1.706 0.04
```

Results
* HOMO energy: -10.3 eV
* net charge: 0


B.
The following is a quantum chemistry calculation of one molecule with the formula C7H10O, from the Open Molecules 2025 dataset.

XYZ file:
```
18
Properties=species:S:1:pos:R:3:lowdin_charge:R:1
C -2.148 0.714 -0.006 -0.20
C -0.761 -0.035 -0.277 -0.31
C -0.374 -1.181 -0.259 -0.09
C 1.126 -1.146 -0.223 -0.28
C 2.011 -0.128 0.484 -0.20
C 1.502 1.192 -0.104 -0.08
C 0.142 1.111 -0.205 -0.16
H -2.632 -0.953 0.762 0.11
H -1.627 1.386 1.011 0.19
H -2.483 1.397 -0.822 0.12
H -0.973 -2.255 -0.297 0.19
H 1.766 -1.173 -1.225 0.15
H 1.385 -2.189 0.182 0.12
H 2.934 -0.668 0.113 0.13
H 1.379 -0.049 1.507 0.17
H 1.968 2.252 -0.075 0.13
H -0.102 2.039 -0.720 0.11
O -3.114 -0.314 0.153 -0.09
```

Results
* HOMO energy: -8.8 eV
* SMILES string: OCC1=CCCC=C1
* net charge: 0


Short version: A is the least stable of them.